1.
{"formula": "C2H3NO", "method": "the ωB97M-V functional and the def2-TZVPD basis", "total_charge": 0, "e_above_lowest_kcal_mol": 24.60, "total_energy_ev": -5658.83807, "homo_lumo_gap_ev": 11.974, "mol_weight_da": 57.052, "lumo_ev": 0.6, "smiles": "N#CCO", "elements": ["N", "C", "C", "O", "H", "H", "H"], "coordinates": [[-0.197, 0.137, 2.244], [-0.348, 0.361, 1.120], [-0.193, 0.258, -0.339], [0.791, -0.768, -0.318], [-1.165, 0.046, -0.819], [0.134, 1.222, -0.762], [0.979, -1.256, -1.125]], "atomic_forces_ev_per_a": [[-0.6, 0.7, -0.8], [0.1, -0.2, 1.2], [0.0, 0.1, 0.2], [0.3, -0.2, -0.5], [0.5, -0.4, 0.2], [0.3, -0.4, 0.1], [-0.5, 0.4, -0.4]]}

=====

2.
{"formula": "H12InO6", "method": "the ωB97M-V functional and the def2-TZVPD basis", "total_charge": 3, "e_above_lowest_kcal_mol": 274.25, "total_energy_ev": -17607.67369, "homo_lumo_gap_ev": 8.297, "mol_weight_da": 222.908, "lumo_ev": -15.9, "elements": ["In", "O", "H", "H", "O", "H", "H", "O", "H", "H", "O", "H", "H", "O", "H", "H", "O", "H", "H"], "coordinates": [[11.621, -16.166, 5.023], [11.327, -15.017, 3.436], [11.500, -14.840, 2.511], [10.431, -14.711, 3.576], [13.275, -16.198, 6.173], [14.016, -15.693, 6.508], [13.564, -17.109, 6.223], [12.861, -14.661, 4.511], [13.738, -14.474, 4.177], [12.680, -13.947, 5.123], [11.657, -15.995, 7.020], [11.289, -16.719, 7.527], [12.412, -15.704, 7.532], [11.410, -14.303, 5.751], [12.007, -13.737, 6.241], [10.564, -13.859, 5.802], [13.250, -16.388, 3.959], [13.500, -16.980, 3.250], [14.030, -15.855, 4.113]], "atomic_forces_ev_per_a": [[-2.9, -3.5, -0.2], [-6.8, -0.2, -3.6], [0.3, -0.4, -1.2], [-1.1, 0.8, -1.1], [10.3, -1.9, -0.1], [1.2, 0.3, -0.2], [1.0, -0.8, 0.5], [9.0, 9.9, 1.8], [0.4, 1.1, -0.4], [1.7, 0.9, -2.4], [-8.8, -2.4, 6.7], [-0.9, -0.3, 1.3], [-0.3, 0.0, 0.4], [-6.0, 5.1, 2.7], [-0.5, 0.5, 1.6], [-0.9, 0.7, 0.6], [3.7, -7.4, -6.0], [0.2, -1.1, -0.7], [0.5, -1.2, 0.2]]}